Formula: C14H13Br2N4OSY
Source: OMol25
Level of theory: wB97M-V/def2-TZVPD

Structure (ORCA input):
```
! wB97M-V def2-TZVPD RIJCOSX def2/J DEFGRID3
* xyz 0 1
Y 0.010 -0.066 -0.032
N -2.805 3.718 -0.442
C -1.915 2.703 -0.151
S -1.284 1.759 -1.501
N -1.589 2.662 1.112
N -0.666 1.696 1.403
C 0.019 1.873 2.471
C -0.173 3.017 3.405
C 0.845 3.938 3.601
C 0.679 4.995 4.481
C -0.506 5.129 5.183
C -1.525 4.207 4.995
C -1.363 3.160 4.108
C 1.080 0.898 2.773
C 1.632 0.815 4.042
C 2.642 -0.096 4.285
C 3.085 -0.899 3.251
C 2.480 -0.766 2.013
N 1.517 0.112 1.780
H -3.292 3.648 -1.319
H -3.384 4.016 0.328
H 1.773 3.832 3.053
H 1.475 5.713 4.618
H -0.636 5.950 5.874
H -2.454 4.311 5.540
H -2.161 2.450 3.942
H 1.256 1.459 4.822
H 3.077 -0.177 5.272
H 3.872 -1.624 3.392
H 2.786 -1.389 1.180
Br 2.062 -0.269 -2.027
C 0.839 -1.514 -2.880
Br -0.815 -1.931 -2.034
H 1.392 -2.437 -2.949
H 0.613 -1.080 -3.842
O -0.743 -1.374 1.164
*
```

Summary:
* ΔE to the lowest compared entry with this formula, charge and spin: 97.7 kJ/mol
* HOMO level: -7.139 eV

Formula: C4H6AgO
Source: OMol25
Level of theory: wB97M-V/def2-TZVPD

Structure (ORCA input):
```
! wB97M-V def2-TZVPD RIJCOSX def2/J DEFGRID3
* xyz 2 2
H 1.127 -1.711 -2.002
C -0.774 -2.255 -0.973
C 0.238 -1.478 -1.320
C 0.986 -0.524 -0.489
C 1.027 0.924 -0.776
O 0.084 0.478 0.211
Ag -0.593 0.883 1.977
H -1.536 -1.931 -0.261
H -0.792 -3.311 -1.245
H 1.752 -0.931 0.177
H 0.549 1.280 -1.692
H 1.849 1.511 -0.362
*
```

Summary:
* ΔE to the lowest compared entry with this formula, charge and spin: 104.3 kJ/mol
* HOMO level (spin up / spin down): -19.947 / -19.929 eV

Formula: C16H23NO2
Source: OMol25
Level of theory: wB97M-V/def2-TZVPD

Structure (ORCA input):
```
! wB97M-V def2-TZVPD RIJCOSX def2/J DEFGRID3
* xyz 0 1
C 0.621 -2.172 -1.658
C 0.511 -0.864 -0.886
C -0.239 -1.061 0.445
N -1.645 -1.319 0.187
C -2.571 -0.262 0.566
C -3.996 -0.814 0.518
C -5.019 0.268 0.849
C -4.888 1.442 -0.115
C -3.472 2.005 -0.063
C -2.449 0.923 -0.396
O 1.790 -0.243 -0.688
C 2.720 -0.845 0.057
O 2.581 -1.906 0.620
C 3.974 -0.048 0.123
C 4.111 1.172 -0.533
C 5.299 1.873 -0.441
C 6.353 1.365 0.302
C 6.221 0.150 0.957
C 5.036 -0.555 0.869
H 1.184 -2.903 -1.083
H -0.381 -2.550 -1.834
H 1.121 -2.009 -2.611
H -0.030 -0.130 -1.492
H 0.220 -1.897 0.976
H -0.103 -0.159 1.058
H -1.930 -2.185 0.629
H -2.367 0.102 1.593
H -4.093 -1.642 1.224
H -4.181 -1.204 -0.485
H -6.027 -0.151 0.796
H -4.857 0.619 1.871
H -5.610 2.219 0.143
H -5.107 1.103 -1.130
H -3.373 2.833 -0.768
H -3.275 2.394 0.939
H -1.444 1.343 -0.339
H -2.609 0.559 -1.412
H 3.286 1.560 -1.109
H 5.406 2.820 -0.950
H 7.279 1.917 0.370
H 7.043 -0.245 1.535
H 4.909 -1.503 1.369
*
```

Summary:
* ΔE to the lowest compared entry with this formula, charge and spin: 13.0 kJ/mol
* HOMO level: -8.877 eV
* structure (SMILES): C[C@@H](CNC1CCCCC1)OC(=O)c1ccccc1

Formula: C20H25N5O7S
Source: OMol25
Level of theory: wB97M-V/def2-TZVPD

Structure (ORCA input):
```
! wB97M-V def2-TZVPD RIJCOSX def2/J DEFGRID3
* xyz 0 1
O 0.386 -1.464 1.365
C 0.611 -2.215 0.430
N 1.671 -3.024 0.323
C 2.790 -2.999 1.228
C 4.053 -2.437 0.572
C 3.878 -0.996 0.078
N 3.057 -0.905 -1.101
C 3.291 -1.512 -2.305
C 2.268 -1.138 -3.125
N 1.420 -0.315 -2.455
C 1.915 -0.196 -1.253
C -0.302 -2.326 -0.791
O -0.045 -3.110 -1.689
N -1.351 -1.503 -0.737
C -2.229 -1.301 -1.863
C -2.826 0.121 -1.863
O -3.333 0.454 -3.129
C -2.279 1.050 -3.872
C -1.208 1.452 -2.833
N -1.807 1.093 -1.558
S -2.216 2.350 -0.503
O -3.536 2.126 0.011
O -1.906 3.613 -1.107
C -1.032 1.994 0.783
C 0.281 2.398 0.633
C 1.212 2.020 1.582
C 0.835 1.232 2.665
C -0.501 0.824 2.804
C -1.430 1.217 1.850
O -0.912 0.042 3.838
C 0.154 -0.640 4.465
C 1.286 0.339 4.768
O 1.798 0.882 3.567
H 1.716 -3.567 -0.533
H 2.987 -4.012 1.594
H 2.494 -2.367 2.071
H 4.859 -2.456 1.307
H 4.343 -3.076 -0.264
H 4.865 -0.574 -0.145
H 3.409 -0.390 0.859
H 4.147 -2.130 -2.480
H 2.086 -1.406 -4.145
H 1.481 0.394 -0.470
H -1.403 -0.860 0.043
H -3.047 -2.029 -1.851
H -1.642 -1.461 -2.773
H -3.636 0.201 -1.131
H -2.698 1.908 -4.401
H -1.879 0.335 -4.600
H -0.276 0.890 -2.956
H -1.010 2.523 -2.832
H 0.552 3.005 -0.215
H 2.245 2.323 1.507
H -2.461 0.919 1.947
H -0.250 -1.077 5.379
H 0.518 -1.428 3.795
H 2.124 -0.156 5.264
H 0.906 1.147 5.407
*
```

Summary:
* ΔE to the lowest compared entry with this formula, charge and spin: 14.8 kJ/mol
* HOMO level: -8.591 eV
* structure (SMILES): O=C(NCCCn1ccnc1)C(=O)NC[C@@H]1OCCN1S(=O)(=O)c1ccc2c(c1)OCCO2

Formula: C36H52N3OOsP2S
Source: OMol25
Level of theory: wB97M-V/def2-TZVPD

Structure (ORCA input):
```
! wB97M-V def2-TZVPD RIJCOSX def2/J DEFGRID3
* xyz 3 5
C 1.969 -1.887 -1.109
C 1.600 0.230 -2.047
C 2.916 -2.183 -2.084
C 2.464 -0.057 -3.101
C 3.159 -1.262 -3.094
H 3.406 -3.154 -2.031
H 2.581 0.692 -3.884
H 3.873 -1.480 -3.884
N 1.433 -0.658 -1.035
P -0.169 -2.421 0.586
P 0.735 2.184 -0.210
C 1.484 -2.911 -0.105
H 1.435 -3.902 -0.581
H 2.210 -2.996 0.724
C 0.786 1.459 -1.918
H 0.912 2.186 -2.724
C -0.534 3.618 -0.347
C 2.473 2.942 -0.058
C -1.378 -3.189 -0.663
C -0.215 -3.383 2.219
C -1.897 3.161 0.203
H -1.828 2.853 1.253
H -2.597 4.007 0.131
H -2.312 2.330 -0.373
C -0.087 4.817 0.502
H 0.089 4.529 1.545
H 0.802 5.314 0.101
H -0.901 5.558 0.497
C -0.756 4.066 -1.803
H -1.508 4.870 -1.790
H 0.140 4.479 -2.276
H -1.151 3.254 -2.425
C 2.643 3.442 1.392
H 2.141 2.780 2.114
H 3.715 3.433 1.641
H 2.280 4.466 1.533
C 3.572 1.889 -0.301
H 3.530 1.077 0.430
H 3.536 1.477 -1.313
H 4.540 2.398 -0.182
C 2.671 4.070 -1.099
H 1.912 4.105 -1.889
H 2.727 5.055 -0.618
H 3.632 3.917 -1.614
C -1.648 -3.329 2.770
H -1.632 -3.640 3.825
H -2.044 -2.304 2.726
H -2.331 -4.005 2.239
C 0.720 -2.692 3.222
H 1.766 -2.696 2.885
H 0.401 -1.660 3.425
H 0.670 -3.243 4.174
C 0.262 -4.843 2.091
H 0.422 -5.225 3.109
H -0.472 -5.499 1.619
H 1.214 -4.924 1.555
C -1.056 -2.734 -2.097
H -1.756 -3.237 -2.781
H -1.216 -1.659 -2.207
H -0.034 -2.985 -2.402
C -2.793 -2.692 -0.322
H -2.829 -1.596 -0.368
H -3.488 -3.100 -1.071
H -3.130 -3.022 0.666
C -1.321 -4.728 -0.669
H -0.306 -5.102 -0.848
H -1.729 -5.174 0.243
H -1.944 -5.080 -1.503
Os 0.123 -0.061 0.569
C 1.550 -0.041 1.721
O 2.502 -0.034 2.422
N -1.325 0.232 -0.954
C -0.966 0.792 -2.013
C -1.618 0.895 -3.325
C -3.005 0.703 -3.318
C -0.928 1.112 -4.530
C -3.723 0.821 -4.506
H -3.485 0.473 -2.362
C -1.653 1.214 -5.717
H 0.161 1.182 -4.529
C -3.049 1.088 -5.704
H -4.807 0.705 -4.486
H -1.122 1.393 -6.655
H -3.612 1.192 -6.632
S -1.593 0.296 2.073
C -0.998 0.341 3.705
N -1.664 -0.448 4.620
C -1.164 -0.694 5.870
C -0.025 -0.032 6.273
C 0.567 0.920 5.434
C 0.051 1.133 4.156
H -2.507 -0.929 4.309
H -1.715 -1.410 6.474
H 0.392 -0.238 7.258
H 1.432 1.489 5.771
H 0.424 1.903 3.481
*
```

Summary:
* ΔE to the lowest compared entry with this formula, charge and spin: 0.0 kJ/mol
* HOMO level (spin up / spin down): -13.155 / -16.739 eV

Formula: C15H35N5O3P
Source: OMol25
Level of theory: wB97M-V/def2-TZVPD

Structure (ORCA input):
```
! wB97M-V def2-TZVPD RIJCOSX def2/J DEFGRID3
* xyz 1 1
C -4.560 0.646 0.292
C -3.297 -0.113 -0.290
O -3.247 -1.509 0.140
C -2.496 -1.517 1.351
C -2.572 -2.906 2.118
O -2.721 -2.629 3.527
C -1.512 -2.749 4.242
N -1.095 -1.494 4.924
C -1.395 -1.002 6.145
N -0.717 0.203 6.335
C 0.025 0.419 5.165
C 0.992 1.596 4.782
C -0.188 -0.654 4.217
H -4.695 1.612 -0.256
H -5.434 -0.053 0.220
H -4.420 0.871 1.391
H -2.372 0.402 0.101
H -3.249 -0.120 -1.407
H -2.958 -0.760 2.059
H -1.415 -1.205 1.209
H -3.490 -3.463 1.767
H -1.691 -3.548 1.855
H -1.685 -3.535 5.041
H -0.635 -3.106 3.645
H -2.078 -1.510 6.863
H -0.709 0.805 7.156
H 1.827 1.720 5.533
H 1.491 1.373 3.796
H 0.355 2.520 4.703
H 0.231 -0.813 3.199
O 0.117 0.970 -1.752
P 0.990 0.520 -2.936
N 2.345 0.134 -1.925
C 2.848 1.099 -0.955
C 2.148 -1.139 -1.234
N 1.106 2.057 -3.674
C 2.256 2.931 -3.608
C -0.116 2.855 -3.698
N 1.931 -0.075 -4.342
C 1.148 -1.033 -5.135
C 3.326 -0.495 -4.317
H 3.697 0.678 -0.406
H 2.090 1.402 -0.223
H 3.240 1.990 -1.439
H 1.812 -1.908 -1.939
H 1.394 -1.058 -0.441
H 3.085 -1.495 -0.798
H 2.276 3.504 -2.673
H 2.241 3.649 -4.435
H 3.197 2.389 -3.709
H -0.279 3.376 -2.746
H -0.984 2.224 -3.894
H -0.082 3.599 -4.499
H 1.056 -1.995 -4.620
H 1.597 -1.200 -6.117
H 0.139 -0.643 -5.308
H 3.468 -1.456 -3.809
H 3.971 0.245 -3.849
H 3.694 -0.606 -5.343
*
```

Summary:
* HOMO level: -9.651 eV